No. 1
{
  "formula": "C5H17NO2",
  "method": "wB97M-V/def2-TZVPD",
  "elements": ["C", "C", "C", "C", "N", "C", "H", "H", "H", "H", "H", "H", "H", "H", "H", "H", "H", "H", "H", "O", "H", "H", "O", "H", "H"],
  "positions_angstrom": [[-0.95347, -0.11385, -2.04123], [0.05268, 0.66107, -1.19104], [1.53701, 0.18782, -1.41575], [2.03716, -0.60259, -0.19642], [1.48394, -1.98332, -0.08109], [2.00223, -2.68532, 1.14510], [-0.72981, 0.10951, -3.04144], [-2.03767, -0.02435, -1.68848], [-0.70415, -1.20243, -2.00304], [0.01043, 1.82744, -1.32353], [-0.23119, 0.47933, -0.15407], [1.49153, -0.21791, -2.38084], [2.27408, 1.13589, -1.59146], [3.18844, -0.55566, -0.15029], [1.60464, -0.21393, 0.75258], [1.69124, -2.57823, -0.91823], [1.09702, -2.76057, 1.71474], [2.39740, -3.73784, 1.03185], [2.84092, -2.19774, 1.71856], [-2.59478, 3.34751, 2.16640], [-2.90852, 3.81839, 2.93878], [-2.03779, 4.00728, 1.74956], [-4.15024, 1.10549, 1.86650], [-3.58202, 1.81961, 1.68123], [-3.77910, 0.37442, 1.41163]],
  "forces_ev_per_a": [[-0.3, -1.1, 1.6], [0.3, 1.7, 0.5], [0.1, 3.5, 1.6], [0.7, -1.1, 0.2], [1.7, -1.0, -1.2], [0.3, -0.4, -0.2], [-0.6, 0.6, -1.7], [1.5, 0.2, -0.9], [-0.2, 0.6, 0.4], [-0.3, -2.2, 0.0], [0.2, 0.2, 0.2], [0.6, -1.6, -1.2], [-1.7, -2.1, 0.7], [-1.5, -0.2, 0.0], [0.7, 0.7, -0.7], [0.0, 1.0, 0.9], [0.0, -0.2, 1.2], [-0.6, 1.0, -0.6], [-1.0, 0.1, -0.7], [0.3, 0.3, 0.0], [-0.3, -0.1, 0.4], [0.2, 0.0, -0.4], [-1.7, -0.7, 0.8], [1.2, 1.6, -0.2], [0.4, -1.1, -0.6]],
  "mulliken_charge": [-1.23, -0.19, -0.68, -0.74, -0.27, -0.87, 0.39, 0.28, 0.27, 0.25, 0.24, 0.47, 0.26, 0.29, 0.42, 0.24, 0.30, 0.29, 0.28, -0.65, 0.29, 0.31, -0.63, 0.36, 0.31],
  "smiles": "CCCCNC.O.O",
  "multiplicity": 1,
  "lumo_energy_ev": 0.58,
  "total_energy_ev": -11044.1889,
  "de_lowest_kj_mol": 199.5,
  "homo_lumo_gap_ev": 9.41
}

No. 2
{
  "formula": "C10H6N2O4Ti",
  "method": "wB97M-V/def2-TZVPD",
  "elements": ["Ti", "C", "O", "C", "O", "C", "O", "C", "O", "H", "H", "N", "C", "C", "C", "C", "C", "N", "C", "H", "H", "H", "H"],
  "positions_angstrom": [[-0.05934, 0.74013, -1.99243], [-0.07976, 2.76011, -2.59014], [-0.10255, 3.92493, -2.80982], [-0.11842, -0.59189, -3.76434], [-0.13664, -1.16372, -4.78113], [-1.60458, -0.53960, -1.71542], [-2.34790, -1.35834, -1.39084], [1.59951, -0.33964, -1.85274], [2.51764, -1.07732, -1.74118], [0.23776, -4.11455, -0.83322], [-0.43714, -3.88778, -1.05114], [2.30370, -1.33507, 4.09268], [1.55283, -0.74769, 3.39289], [0.64671, -0.05567, 2.51449], [-0.22593, 0.91751, 2.96270], [-1.04188, 1.56850, 2.08644], [-0.91962, 1.26231, 0.73010], [0.00822, 0.44802, 0.25851], [0.68398, -0.31836, 1.15746], [-0.27608, 1.13128, 3.99808], [-1.80037, 2.28627, 2.40765], [-1.65633, 1.68305, 0.06260], [1.25620, -1.19250, 0.85881]],
  "forces_ev_per_a": [[-0.4, -0.3, 2.3], [-0.1, 10.3, -2.9], [0.1, -7.8, 1.6], [0.0, -2.1, -6.0], [0.1, 2.6, 5.2], [-4.3, -4.6, 1.9], [2.5, 3.0, -1.3], [7.5, -5.8, 0.6], [-5.2, 4.3, -0.6], [0.0, 0.0, 0.0], [0.0, 0.0, 0.0], [-2.5, 2.0, -2.4], [2.1, -2.1, 2.2], [0.4, -0.2, -0.4], [0.2, 0.1, 0.5], [-0.9, 0.3, -1.1], [-0.4, 1.0, 1.4], [0.0, -1.7, -0.7], [0.5, 0.1, -0.2], [0.0, 0.2, 0.9], [0.3, -0.3, 0.0], [0.0, 0.4, -0.5], [0.2, 0.4, -0.6]],
  "mulliken_spin": [1.80, 0.05, 0.03, -0.02, 0.08, -0.07, 0.09, -0.07, 0.13, 0.00, 0.00, 0.00, 0.00, 0.00, 0.01, -0.01, 0.01, -0.02, 0.01, 0.00, 0.00, 0.00, 0.00],
  "multiplicity": 3,
  "lumo_energy_ev": [-10.47, -10.57],
  "charge": 2,
  "total_energy_ev": -44731.2527,
  "s2": 2.010,
  "homo_lumo_gap_ev": [6.70, 6.60]
}

No. 3
{
  "formula": "C8H20IN2",
  "method": "wB97M-V/def2-TZVPD",
  "elements": ["C", "C", "C", "C", "C", "C", "C", "C", "N", "N", "I", "H", "H", "H", "H", "H", "H", "H", "H", "H", "H", "H", "H", "H", "H", "H", "H", "H", "H", "H", "H"],
  "positions_angstrom": [[-2.19186, -2.59370, 0.11220], [0.21906, -0.30881, 2.42225], [1.16283, 1.86466, 1.66489], [-0.63952, 1.93854, -1.18620], [0.87809, 0.43168, -2.39088], [-1.40153, -1.29503, -0.30279], [0.07949, -1.35556, -0.31254], [0.47867, 0.08614, 0.05286], [0.53669, 0.59470, 1.27976], [0.61234, 1.07399, -1.09497], [3.80468, 0.20626, 0.01413], [-2.34519, -3.37177, -0.68053], [-3.08228, -2.26923, 0.54982], [-1.53471, -3.09620, 0.84077], [-0.07184, 0.31215, 3.25631], [-0.57356, -1.04908, 2.05521], [1.03672, -0.96387, 2.88485], [0.83685, 2.58134, 0.99007], [0.84118, 2.04936, 2.68451], [2.26354, 1.67655, 1.58968], [-1.20872, 2.02186, -0.29460], [-0.08274, 2.95283, -1.42282], [-1.16254, 1.41167, -2.01887], [0.08647, -0.24163, -2.87229], [1.09831, 1.24634, -3.09360], [1.74197, -0.21355, -2.27595], [-1.88961, -1.00768, -1.20412], [-1.83282, -0.61041, 0.43581], [0.52383, -1.92697, 0.45490], [0.40173, -1.85899, -1.25926], [1.41447, 1.71441, -0.87859]],
  "forces_ev_per_a": [[3.0, -1.1, -1.0], [-0.2, -2.1, -0.2], [0.6, -1.9, 0.6], [2.2, 1.3, -2.5], [0.3, -0.9, -1.8], [-3.4, -1.4, 1.2], [0.4, 1.4, -0.5], [2.3, 0.7, 0.0], [-0.3, -2.4, -1.0], [-0.6, -0.6, 2.2], [-0.7, 0.0, -0.3], [0.0, 1.0, 0.4], [-1.5, 0.0, 0.6], [-0.6, 0.0, 0.2], [-0.7, 0.1, -0.1], [0.9, 1.3, 1.0], [-0.3, 1.1, -1.4], [-0.4, 1.8, -0.9], [0.1, 0.4, -0.1], [-0.5, 0.2, 0.0], [-0.3, -0.2, 0.8], [-2.2, -1.6, -0.1], [-0.2, 1.4, 0.7], [0.4, 1.4, 1.3], [0.0, -0.3, 0.2], [0.4, 0.3, 0.1], [0.3, 0.6, -1.2], [0.6, 0.4, 0.0], [0.2, -1.0, 1.0], [0.4, 1.3, 0.7], [-0.1, -1.1, -0.1]],
  "mulliken_charge": [-1.38, -0.74, -0.75, -0.77, -1.02, -0.15, -0.98, -0.49, 0.36, 0.08, -0.37, 0.36, 0.40, 0.33, 0.35, 0.32, 0.29, 0.37, 0.29, 0.18, 0.31, 0.39, 0.36, 0.35, 0.39, 0.39, 0.34, 0.34, 0.35, 0.48, 0.60],
  "multiplicity": 1,
  "lumo_energy_ev": -4.71,
  "charge": 1,
  "total_energy_ev": -19691.9495,
  "de_lowest_kj_mol": 306.9,
  "homo_lumo_gap_ev": 6.29
}